Version P
{"formula": "C5H7ClN2", "method": "ωB97M-V/def2-TZVPD", "elements": ["C", "C", "C", "C", "C", "N", "N", "Cl", "H", "H", "H", "H", "H", "H", "H"], "xyz": [[2.311, -0.470, 0.543], [1.148, -0.831, -0.039], [1.006, 1.045, 1.090], [-1.547, -0.092, -1.269], [-1.125, 0.338, 0.062], [2.263, 0.731, 1.154], [0.229, 0.152, 0.394], [-2.370, -1.005, 1.409], [3.179, -0.948, 0.477], [0.784, -1.848, -0.125], [0.518, 2.029, 1.287], [-1.281, 0.668, -2.065], [-1.106, -0.926, -1.750], [-2.542, -0.202, -1.473], [-1.466, 1.359, 0.304]], "e_homo_ev": -9.648, "gap_ev": 9.0}

---

Version Q
{"formula": "C5H7ClN2", "method": "ωB97M-V/def2-TZVPD", "elements": ["C", "C", "C", "C", "C", "N", "N", "Cl", "H", "H", "H", "H", "H", "H", "H"], "xyz": [[2.263, 1.750, 0.180], [0.798, 1.680, 0.062], [2.488, -0.599, 0.202], [-1.438, -0.593, 1.385], [-1.025, 0.100, 0.066], [2.784, 0.545, 0.287], [0.325, 0.490, 0.027], [-2.267, 1.576, -0.138], [2.945, 2.583, 0.430], [0.332, 2.706, 0.165], [2.690, -1.571, -0.244], [-0.521, -1.112, 1.644], [-1.532, 0.251, 2.103], [-2.334, -1.110, 1.223], [-1.279, -0.526, -0.810]], "e_homo_ev": -7.901, "gap_ev": 8.5}

---

Relative energies with respect to the most stable structure, expressed in kcal/mol: version P 0.0; version Q 41.5.

---

Version P
{"formula": "C5H25NO6", "method": "ωB97M-V/def2-TZVPD", "elements": ["C", "C", "N", "C", "C", "C", "H", "H", "H", "H", "H", "H", "H", "H", "H", "H", "H", "H", "H", "O", "H", "H", "O", "H", "H", "O", "H", "H", "O", "H", "H", "O", "H", "H", "O", "H", "H"], "xyz": [[-1.207, -0.485, -2.702], [-1.808, 0.543, -1.748], [-1.091, 0.639, -0.467], [0.364, 0.815, -0.538], [0.832, 2.250, -0.782], [0.935, 0.365, 0.819], [-0.642, -1.230, -2.124], [-1.938, -1.114, -3.197], [-0.530, -0.076, -3.446], [-2.809, 0.178, -1.517], [-1.827, 1.506, -2.249], [-1.512, 1.385, 0.036], [0.734, 0.155, -1.315], [0.259, 3.000, -0.233], [0.760, 2.505, -1.837], [1.859, 2.370, -0.471], [1.939, -0.044, 0.727], [0.330, -0.336, 1.418], [0.821, 1.164, 1.566], [-2.209, -1.567, 1.009], [-2.093, -1.852, 0.099], [-1.668, -0.764, 1.061], [-0.396, -3.122, 2.254], [-0.647, -3.690, 2.978], [-1.176, -2.601, 1.941], [3.028, 2.534, 2.575], [3.315, 2.051, 1.799], [2.500, 1.999, 3.161], [2.409, -2.344, -2.768], [2.163, -2.182, -1.847], [2.334, -3.282, -2.831], [-2.613, 3.039, 1.780], [-2.531, 3.354, 2.691], [-3.536, 3.286, 1.634], [2.206, -2.641, 0.705], [1.778, -3.424, 0.353], [1.668, -2.384, 1.463]], "e_homo_ev": -8.969, "gap_ev": 9.4, "smiles": "CCNC(C)C.O.O.O.O.O.O"}

---

Version Q
{"formula": "C5H25NO6", "method": "ωB97M-V/def2-TZVPD", "elements": ["C", "C", "N", "C", "C", "C", "H", "H", "H", "H", "H", "H", "H", "H", "H", "H", "H", "H", "H", "O", "H", "H", "O", "H", "H", "O", "H", "H", "O", "H", "H", "O", "H", "H", "O", "H", "H"], "xyz": [[-2.001, 0.096, -1.470], [-1.419, -0.069, -0.067], [-0.984, 1.236, 0.459], [0.134, 1.078, 1.432], [-2.100, 2.008, 1.032], [-1.791, 3.508, 1.015], [-2.801, 0.831, -1.528], [-1.259, 0.455, -2.188], [-2.470, -0.825, -1.833], [-0.544, -0.754, -0.130], [-2.136, -0.554, 0.562], [0.424, 2.092, 1.795], [0.994, 0.645, 0.927], [-0.160, 0.490, 2.325], [-2.398, 1.717, 2.058], [-3.032, 1.767, 0.433], [-2.685, 4.063, 1.222], [-1.425, 3.831, 0.033], [-0.957, 3.751, 1.795], [2.675, -2.423, 1.146], [3.010, -1.671, 1.617], [1.750, -2.542, 1.429], [-0.414, -3.086, -0.689], [-1.097, -2.975, -1.346], [0.422, -2.765, -1.014], [2.291, 0.674, -1.259], [2.989, 0.954, -1.799], [1.572, 1.318, -1.331], [0.098, -2.592, 1.896], [-0.205, -3.004, 1.080], [-0.268, -1.738, 1.811], [1.928, -1.988, -1.389], [2.374, -2.280, -0.575], [1.969, -1.014, -1.406], [0.438, 2.549, -1.638], [-0.092, 2.510, -2.439], [-0.141, 2.249, -0.893]], "e_homo_ev": -9.606, "gap_ev": 10.2, "smiles": "CCN(C)CC.O.O.O.O.O.O"}

---

Relative energies with respect to the most stable structure, expressed in kcal/mol: version P 21.8; version Q 0.0.